Here is a structure of composition C42H28Cl5CoO2P2S from the OMol25 dataset. Energies are from ωB97M-V/def2-TZVPD.

Each line ends with the Mulliken spin population.
Positions of all 81 atoms, in Å:
Co 0.670 0.097 -0.064  2.61
O -2.482 -1.426 -0.467  0.03
S -1.735 -0.352 0.199  0.02
C -2.037 -0.446 1.955  0.02
C -3.173 -1.101 2.400  0.01
C -3.408 -1.173 3.766  0.00
C -2.509 -0.609 4.664  0.00
C -1.354 0.008 4.206  0.00
C -1.105 0.094 2.838  -0.03
P 0.456 0.745 2.199  0.02
C 0.500 2.527 2.455  -0.02
C 1.668 3.221 2.129  0.01
C 1.722 4.595 2.288  -0.01
C 0.604 5.287 2.736  0.01
C -0.570 4.605 3.025  0.00
C -0.624 3.224 2.892  0.01
C 1.733 -0.065 3.196  0.02
C 1.744 -1.463 3.171  0.01
C 2.720 -2.162 3.860  0.01
C 3.695 -1.472 4.572  0.01
C 3.679 -0.086 4.608  0.00
C 2.697 0.622 3.925  0.01
C -2.477 1.224 -0.203  0.03
C -3.766 1.511 0.228  0.00
C -4.387 2.665 -0.218  0.00
C -3.728 3.515 -1.098  0.00
C -2.445 3.220 -1.530  0.00
C -1.799 2.070 -1.082  -0.04
P -0.144 1.611 -1.683  0.12
C -0.370 0.949 -3.339  -0.03
C -0.492 1.783 -4.451  0.00
C -0.747 1.231 -5.694  0.00
C -0.888 -0.145 -5.830  0.00
C -0.773 -0.976 -4.726  0.00
C -0.511 -0.430 -3.478  0.02
C 0.833 3.126 -1.795  0.03
C 1.928 3.126 -2.664  0.01
C 2.755 4.234 -2.737  0.00
C 2.495 5.347 -1.946  0.01
C 1.419 5.342 -1.072  -0.01
C 0.593 4.231 -0.983  0.00
H -3.842 -1.563 1.684  0.00
H -4.291 -1.679 4.132  0.00
H -2.696 -0.673 5.727  0.00
H -0.633 0.403 4.913  0.00
H 2.540 2.691 1.761  0.00
H 2.635 5.127 2.054  0.00
H 0.647 6.361 2.861  0.00
H -1.440 5.144 3.372  0.00
H -1.538 2.696 3.135  0.00
H 0.963 -2.005 2.644  -0.01
H 2.709 -3.245 3.863  0.00
H 4.456 -2.017 5.115  0.00
H 4.423 0.450 5.180  0.00
H 2.682 1.703 3.976  0.00
H -4.284 0.838 0.897  0.00
H -5.391 2.897 0.112  0.00
H -4.221 4.409 -1.456  0.00
H -1.945 3.888 -2.220  0.00
H -0.379 2.856 -4.349  0.00
H -0.839 1.873 -6.560  0.00
H -1.091 -0.570 -6.804  0.00
H -0.891 -2.045 -4.834  0.00
H -0.441 -1.084 -2.614  0.01
H 2.120 2.271 -3.303  0.00
H 3.593 4.237 -3.421  0.00
H 3.131 6.219 -2.016  0.00
H 1.217 6.208 -0.455  0.00
H -0.235 4.235 -0.283  0.00
Cl 5.955 -4.518 0.847  0.10
C 4.493 -3.770 0.507  0.26
C 4.476 -2.356 0.254  0.02
Cl 5.927 -1.474 0.291  0.01
C 3.289 -1.745 -0.005  0.10
Cl 3.209 -0.049 -0.338  0.06
C 2.043 -2.471 -0.017  0.12
O 0.936 -1.910 -0.189  0.28
C 2.100 -3.903 0.214  0.18
Cl 0.632 -4.734 0.185  0.06
C 3.300 -4.526 0.477  -0.06
Cl 3.352 -6.200 0.780  -0.01

Total charge: +2
Energy above the lowest of the compared OMol25 structures with the same formula, charge and spin: 0.000 eV
Spin multiplicity: 5
Kohn-Sham gap (alpha / beta): 0.3130 / 0.2021 Ha
LUMO level (alpha / beta): -5.000 / -8.469 eV

=====

Here is a structure of composition C42H28ClF12N3O12PReS2 from the OMol25 dataset. Energies are from ωB97M-V/def2-TZVPD.

Each line ends with the Mulliken spin population.
Positions of all 102 atoms, in Å:
Re 0.655 0.317 0.916  2.36
O -2.795 -4.531 3.077  0.00
C -3.699 -3.562 3.194  0.00
O -4.853 -3.803 3.418  0.00
C -3.241 -2.146 3.026  0.00
C -4.073 -1.062 3.242  0.00
Cl -5.642 -0.996 3.868  0.00
N -3.387 0.064 2.925  0.01
N -2.145 -0.221 2.524  0.00
C -2.037 -1.538 2.580  0.03
C -0.737 -2.148 2.221  0.02
O -0.521 -3.341 2.291  0.02
O 0.218 -1.329 1.840  0.10
C -3.782 1.430 3.091  0.00
C -4.998 1.869 2.591  0.00
C -5.373 3.187 2.802  0.00
C -4.531 4.052 3.487  0.00
C -3.304 3.603 3.957  0.00
C -2.925 2.283 3.768  0.00
H -1.884 -4.181 2.928  0.00
H -5.646 1.189 2.056  0.00
H -6.327 3.539 2.432  0.00
H -4.835 5.076 3.660  0.00
H -2.650 4.276 4.495  0.00
H -1.985 1.906 4.144  0.00
O 1.302 2.157 0.275  -0.01
C 0.590 3.191 0.233  0.01
C -0.822 3.209 0.157  0.07
C -1.472 4.461 0.105  0.00
C -2.817 4.495 -0.112  0.01
C -3.563 3.325 -0.309  0.00
C -2.951 2.100 -0.255  0.02
C -1.574 2.010 0.006  0.02
O -1.030 0.819 0.033  0.17
N -3.506 5.796 -0.154  0.00
O -4.698 5.780 -0.375  0.00
O -2.832 6.783 0.049  0.00
H 1.132 4.139 0.195  -0.01
H -0.918 5.383 0.221  0.00
H -4.623 3.413 -0.504  0.00
H -3.508 1.184 -0.393  0.00
F 8.139 1.520 -0.860  0.00
C 7.115 2.314 -1.207  0.00
F 7.082 3.331 -0.325  0.00
F 7.389 2.834 -2.411  0.00
C 5.809 1.560 -1.199  0.00
C 5.525 0.728 -0.122  0.00
C 4.322 0.050 -0.078  0.00
C 3.391 0.207 -1.107  -0.01
C 3.690 1.027 -2.188  0.01
C 4.902 1.704 -2.234  0.00
P 1.835 -0.730 -0.958  0.11
C 0.935 -0.491 -2.509  0.00
C 0.469 0.790 -2.806  -0.01
C -0.277 1.012 -3.948  0.00
C -0.553 -0.050 -4.802  0.00
C -0.088 -1.322 -4.518  0.00
C 0.644 -1.547 -3.361  0.01
C -1.421 0.201 -6.009  0.00
F -2.701 0.405 -5.631  0.00
F -1.029 1.295 -6.677  0.00
F -1.414 -0.829 -6.861  0.00
C 2.404 -2.433 -0.812  -0.03
C 2.186 -3.202 0.325  -0.02
C 2.738 -4.471 0.404  0.00
C 3.499 -4.963 -0.644  0.00
C 3.734 -4.193 -1.775  0.00
C 3.192 -2.922 -1.856  0.00
C 4.097 -6.344 -0.518  0.00
F 4.591 -6.786 -1.682  0.00
F 3.180 -7.231 -0.101  0.00
F 5.099 -6.353 0.378  0.00
H 6.248 0.602 0.673  0.00
H 4.120 -0.611 0.754  0.00
H 3.001 1.135 -3.014  0.00
H 5.138 2.335 -3.079  0.00
H 0.682 1.619 -2.143  -0.02
H -0.641 2.005 -4.182  0.00
H -0.310 -2.142 -5.187  0.00
H 0.960 -2.551 -3.117  0.00
H 1.572 -2.841 1.132  0.02
H 2.559 -5.080 1.280  0.00
H 4.338 -4.580 -2.583  0.00
H 3.403 -2.313 -2.726  0.00
F 2.544 2.767 4.982  0.00
C 2.801 2.291 3.778  -0.01
F 2.622 3.245 2.873  0.00
F 4.044 1.849 3.715  0.00
S 1.652 0.878 3.426  0.03
O 1.544 0.106 4.602  0.01
O 0.410 1.460 2.844  0.05
O 2.294 0.216 2.225  0.06
C -2.838 -1.850 -2.365  0.00
S -2.286 -2.090 -0.676  -0.01
C -2.683 -3.832 -0.533  0.00
O -0.785 -2.017 -0.715  -0.02
H -2.287 -2.525 -3.018  0.00
H -2.632 -0.816 -2.636  0.00
H -3.908 -2.043 -2.423  0.00
H -3.724 -3.994 -0.809  0.00
H -2.526 -4.134 0.499  0.00
H -2.011 -4.383 -1.190  0.00

Total charge: +1
Energy above the lowest of the compared OMol25 structures with the same formula, charge and spin: 0.940 eV
Spin multiplicity: 4
Kohn-Sham gap (alpha / beta): 0.2732 / 0.2497 Ha
LUMO level (alpha / beta): -4.461 / -5.095 eV